# 1
The following is a quantum chemistry calculation of a 8-piece molecular cluster, C16H50N15O7S overall, from the Open Molecules 2025 dataset.

For the total energy, the calculation gives -64923.12223 eV. For the lowest unoccupied orbital energy, the calculation gives -3.001 eV. The maximum force comes out at 0.46 eV/Å. For the HOMO-LUMO gap, the calculation gives 7.86 eV.

The geometry in ORCA input format:
```
! RIJCOSX wB97M-V def2-TZVPD def2/J DEFGRID3
* xyz 1 1
C 5.06285 -2.06608 1.10984
C 3.57617 -1.75637 0.89392
C 3.43061 -0.92820 -0.38730
C 2.14410 -0.14692 -0.49198
N 0.92147 -0.99247 -0.18361
S 0.82284 -2.42784 -1.22008
C -0.31415 -0.09546 -0.14151
C -1.63002 -0.66412 -0.62137
C -2.31631 -1.78178 0.20393
C -1.73399 -1.96148 1.60139
C -2.41622 -3.13196 -0.53751
H 5.52795 -2.05635 0.12586
H 5.21961 -3.04160 1.56473
H 5.54578 -1.29392 1.70486
H 3.17496 -1.18163 1.73886
H 3.01057 -2.68904 0.81261
H 4.23554 -0.18879 -0.40630
H 3.58663 -1.54660 -1.27191
H 1.97459 0.26345 -1.48755
H 2.12813 0.65948 0.24283
H 1.09236 -1.35561 0.75655
H 1.39851 -1.88040 -2.30943
H -0.39862 0.23421 0.89414
H -0.04718 0.77574 -0.73793
H -1.57023 -0.94116 -1.67272
H -2.28651 0.21201 -0.59438
H -3.34020 -1.45212 0.37170
H -2.22417 -2.81333 2.07143
H -0.66076 -2.18842 1.60271
H -1.94774 -1.10650 2.24361
H -1.78288 -3.89093 -0.07298
H -2.08345 -3.05386 -1.57361
H -3.44063 -3.49679 -0.53570
C -5.36186 -0.20929 2.80833
O -4.76666 -1.13220 2.27112
N -5.75526 -0.25732 4.10993
N -5.69373 0.94079 2.14192
H -6.26469 0.47959 4.56054
H -5.55121 -1.09484 4.62238
H -5.47978 0.99131 1.16383
H -6.24723 1.66859 2.56021
C 6.93119 -1.59884 -2.75118
O 6.79436 -1.59100 -1.53509
N 8.05579 -1.12904 -3.35619
N 5.95416 -2.07005 -3.58193
H 8.19144 -1.12586 -4.34898
H 8.78238 -0.77229 -2.76362
H 5.10475 -2.42106 -3.18165
H 6.03008 -2.03107 -4.57965
C 2.41967 -2.98376 -5.28610
O 2.74977 -2.20797 -4.39345
N 1.16029 -3.51484 -5.36634
N 3.26900 -3.36087 -6.27380
H 0.87333 -4.16175 -6.07803
H 0.50552 -3.28163 -4.64447
H 4.19338 -2.97397 -6.27109
H 3.01345 -3.99076 -7.01138
C 8.67137 -1.30135 3.39752
O 8.88677 -0.10791 3.30130
N 8.23307 -2.05031 2.33758
N 8.83995 -1.98651 4.57045
H 8.03938 -3.03156 2.39238
H 8.11200 -1.57738 1.46035
H 9.16844 -1.46409 5.36053
H 8.68307 -2.97123 4.66500
C -5.94379 5.14215 2.61450
O -7.00907 4.65217 2.97402
N -4.93242 4.33883 2.16980
N -5.70167 6.47785 2.63530
H -4.03282 4.66171 1.86951
H -5.13474 3.35803 2.15734
H -6.43044 7.08015 2.98052
H -4.83351 6.88409 2.34277
C -9.63177 7.59311 4.51881
O -10.27912 8.58955 4.26053
N -8.91683 6.90790 3.57128
N -9.55862 7.07148 5.78366
H -8.37317 6.07934 3.75553
H -8.97529 7.25167 2.63073
H -10.07293 7.54331 6.50307
H -9.04158 6.24344 6.00815
C -0.57892 0.54190 -5.22779
O -0.95673 1.66435 -5.48169
N 0.02578 -0.28143 -6.13209
N -0.73031 -0.00505 -3.96736
H 0.33368 -1.20690 -5.89796
H 0.17043 0.07501 -7.05835
H -1.17530 0.56839 -3.27663
H -0.42260 -0.92770 -3.72722
*
```

=====

# 2
The following is a quantum chemistry calculation of the molecule C9H8N2 in a non-equilibrium geometry, from the Open Molecules 2025 dataset.

For the total energy, the calculation gives -12440.26052 eV. For the lowest unoccupied orbital energy, the calculation gives 0.720 eV. The value obtained for the energy relative to the best compared isomer or geometry (same formula, charge and spin) is 282.3 kJ/mol. The maximum force comes out at 12.72 eV/Å. For the HOMO-LUMO gap, the calculation gives 9.10 eV.

The geometry in ORCA input format:
```
! RIJCOSX wB97M-V def2-TZVPD def2/J DEFGRID3
* xyz 0 1
C -2.40755 -1.37472 -0.03727
C -2.91164 -0.82329 -1.22511
C -2.01468 0.13226 -1.74904
C -0.44174 0.06246 -0.15383
C -1.19483 -0.98124 0.53688
C 0.81825 0.52963 0.34449
C 1.23765 1.08155 1.52188
C 2.68271 1.12184 1.48527
C 3.13556 0.55852 0.36632
H -3.00220 -2.11429 0.42297
H -3.76664 -1.14690 -1.62128
H -2.43731 0.73964 -2.60280
H -0.85708 -1.46137 1.22516
H 0.46775 1.33105 2.35698
H 3.25288 1.35313 2.28686
H 4.25713 0.40784 -0.11525
H 2.12465 -0.15675 -1.33650
N -0.93440 0.57976 -1.34172
N 1.99149 0.16091 -0.36402
*
```

=====

# 3
The following is a quantum chemistry calculation of the molecule C22H27N5, from the Open Molecules 2025 dataset.

For the total energy, the calculation gives -30702.61719 eV. For the lowest unoccupied orbital energy, the calculation gives 0.716 eV. The value obtained for the energy relative to the best compared isomer or geometry (same formula, charge and spin) is 94.3 kJ/mol. The maximum force comes out at 0.96 eV/Å. For the HOMO-LUMO gap, the calculation gives 8.02 eV.

The geometry in ORCA input format:
```
! RIJCOSX wB97M-V def2-TZVPD def2/J DEFGRID3
* xyz 0 1
C 3.98677 1.73259 0.19868
C 2.79141 0.83793 0.10609
N 2.90229 -0.23573 -0.64016
C 1.84331 -1.03273 -0.73322
C 1.65037 -2.23976 -1.42115
C 0.33410 -2.59708 -1.10491
N -0.25892 -1.72744 -0.30571
N 0.64316 -0.76608 -0.07110
C 0.49574 0.34102 0.71941
C 1.61265 1.16354 0.79337
H 1.58995 2.07512 1.36402
N -0.64897 0.52829 1.42688
C -1.95288 0.14483 0.91456
H -1.84544 -0.69539 0.23032
C -2.59106 1.35430 0.20932
N -2.72994 2.51809 1.06883
C -1.43399 2.83942 1.63834
H -1.53025 3.67706 2.32685
C -0.78582 1.63723 2.34903
H 0.17693 1.90412 2.78093
H -1.43560 1.30161 3.16367
H -0.78587 3.14874 0.81088
C -3.83201 2.45903 2.01872
C -5.18442 2.30720 1.31175
H -5.39296 1.28344 1.00560
H -5.17758 2.94393 0.42656
C -6.21723 2.80311 2.32688
H -7.05811 3.28336 1.82905
H -6.61061 1.96385 2.90129
C -5.46650 3.77600 3.25278
H -5.89481 4.77661 3.22067
H -5.51757 3.43008 4.28554
C -4.01325 3.78536 2.76782
H -3.32137 3.90178 3.60086
H -3.84996 4.59890 2.06028
H -3.71996 1.64371 2.75510
H -3.56342 1.07802 -0.19304
H -1.94801 1.64790 -0.62828
H -2.56979 -0.16681 1.76253
H -0.22266 -3.45575 -1.42532
C 2.59781 -2.94796 -2.26182
C 3.85077 -2.39682 -2.53511
C 4.75446 -3.06964 -3.33383
C 4.43001 -4.30277 -3.87558
C 3.18983 -4.85904 -3.61002
C 2.28123 -4.19084 -2.81217
H 1.32009 -4.64015 -2.61182
H 2.92950 -5.82171 -4.02740
H 5.13849 -4.82799 -4.49978
H 5.72092 -2.63000 -3.53675
H 4.09905 -1.43828 -2.10827
H 3.73517 2.73872 -0.13253
H 4.78356 1.33724 -0.42370
H 4.33343 1.79160 1.22930
*
```

=====

# 4
The following is a quantum chemistry calculation of a 14-piece molecular cluster, C61H94F9N11O11S3 overall in a non-equilibrium geometry, from the Open Molecules 2025 dataset.

For the total energy, the calculation gives -160649.68837 eV. For the lowest unoccupied orbital energy (spin up / spin down), the calculation gives 1.813 / 1.149 eV. The maximum force comes out at 6.36 eV/Å. As for the expectation value of S²: 2.011. For the HOMO-LUMO gap (spin up / spin down), the calculation gives 5.81 / 5.15 eV.

The geometry in ORCA input format:
```
! RIJCOSX wB97M-V def2-TZVPD def2/J DEFGRID3
* xyz -2 3
C 6.38161 16.05857 23.69225
C 6.15696 16.71457 22.35449
C 4.75973 16.71153 21.79470
N 4.73229 17.21110 20.31182
C 5.34386 16.15900 19.33444
C 5.40049 18.59812 20.21959
C 4.92876 19.21276 18.90104
C 3.46716 18.76667 18.72651
C 3.27877 17.55982 19.78215
H 5.60893 16.32917 24.41186
H 7.31946 16.40025 24.13018
H 6.27238 14.97857 23.59340
H 6.88787 16.21793 21.71635
H 6.44677 17.74966 22.53533
H 4.12632 17.36404 22.39564
H 4.16404 15.80617 21.67814
H 5.22500 16.58040 18.33625
H 4.69794 15.28455 19.41344
H 6.36537 15.96049 19.65881
H 6.46756 18.48543 20.41131
H 5.08337 19.10234 21.13244
H 5.51947 18.80670 18.07990
H 5.15791 20.27124 19.02435
H 3.24980 18.34535 17.74500
H 2.72858 19.52606 18.98328
H 2.77061 16.69783 19.34991
H 2.72358 17.82899 20.68071
C 1.63250 20.12583 26.93707
F 2.20802 20.07811 25.71572
F 1.27583 18.86441 27.20201
F 2.57016 20.57000 27.79524
S 0.21635 21.33340 26.90753
O 0.86047 22.65005 26.77969
O -0.58729 20.96168 25.75017
O -0.52332 21.07741 28.13718
C 5.68507 9.06062 21.98931
F 6.59144 9.07986 22.91205
F 6.15194 8.42977 20.92976
F 4.55543 8.44116 22.38455
S 5.06449 10.86379 21.41098
O 4.49765 11.55749 22.55178
O 6.25904 11.49864 20.88011
O 4.02823 10.54039 20.43312
C 6.37798 16.97318 30.08540
F 5.19245 17.34708 29.52916
F 6.18860 16.12185 31.08007
F 7.24937 16.43213 29.26687
S 7.24141 18.57160 30.90544
O 8.46556 17.97795 31.42613
O 7.49195 19.53215 29.82101
O 6.35867 19.14947 31.91113
C 8.11204 26.40792 18.20472
C 8.96881 25.75678 17.16166
C 9.50004 26.97545 16.37881
C 10.68669 26.63354 15.44487
C 11.75274 25.90439 16.23539
C 11.29804 24.65992 17.00514
N 10.01364 24.88911 17.75781
O 9.54737 23.74679 18.58131
C 11.24859 23.55728 15.99507
C 12.50329 24.38844 18.00100
C 8.03876 25.06882 16.17268
H 8.76279 26.90864 18.92159
H 7.49010 25.72923 18.78840
H 7.49894 27.19985 17.77454
H 8.71917 27.37858 15.73396
H 9.91927 27.71357 17.06257
H 11.07002 27.56408 15.02624
H 10.41560 26.04693 14.56709
H 12.16087 26.64079 16.92767
H 12.62544 25.66997 15.62585
H 12.25192 23.20160 15.76070
H 10.89427 22.67672 16.53094
H 10.59685 23.80263 15.15653
H 13.45335 24.10484 17.54819
H 12.52850 25.14561 18.78468
H 12.21038 23.55581 18.64055
H 8.62486 24.78291 15.29927
H 7.19704 25.73522 15.98422
H 7.76446 24.09645 16.58178
C 9.33129 18.76670 13.20249
C 9.04546 17.28047 12.86150
C 8.94723 17.27394 11.32117
C 10.29509 17.24699 10.59867
C 11.13681 16.09211 11.14122
C 11.38920 16.15268 12.65726
N 10.09785 16.34554 13.36491
O 10.20302 16.29619 14.83021
C 12.06976 14.83919 13.05037
C 12.44078 17.35951 12.89222
C 7.59031 17.00642 13.33213
H 9.37103 18.91869 14.28111
H 8.53623 19.33681 12.72191
H 10.27805 19.08807 12.76838
H 8.38628 16.43849 10.90228
H 8.39825 18.14369 10.96023
H 10.90485 18.11488 10.84979
H 10.09528 17.21594 9.52759
H 12.09699 16.07306 10.62567
H 10.51332 15.21522 10.96683
H 12.39647 14.75523 14.08686
H 11.37771 14.00047 12.97473
H 12.93035 14.73724 12.38924
H 12.44052 17.55155 13.96517
H 13.43749 17.07983 12.55099
H 12.21139 18.37168 12.55907
H 7.70030 17.21884 14.39556
H 7.32423 15.94959 13.31219
H 6.73642 17.60677 13.01819
N -3.35263 20.22475 21.96223
C -2.81793 20.30176 20.71548
C -3.84360 20.18671 19.79680
C -5.05402 20.03829 20.49701
C -4.66505 19.95090 21.77734
H -2.80196 20.26254 22.80806
H -1.74809 20.44439 20.67671
H -3.80896 20.30652 18.72403
H -6.04926 20.08839 20.08062
H -5.26668 19.87578 22.67110
N 1.92505 10.15786 27.49064
C 1.85096 11.04002 28.53389
C 3.01006 11.79707 28.56867
C 3.73921 11.46148 27.49145
C 3.06034 10.41820 26.87350
H 1.24598 9.45453 27.23707
H 1.03137 10.98506 29.23507
H 3.17833 12.62370 29.24304
H 4.58497 12.05246 27.17235
H 3.34754 9.90603 25.96708
N 0.99566 23.27971 22.01255
C 0.59958 23.80056 20.79620
C 1.66555 23.90922 19.98598
C 2.81004 23.52227 20.72986
C 2.32243 23.02967 21.93463
H 0.36297 22.88765 22.69526
H -0.46720 23.88377 20.64969
H 1.70749 24.17715 18.94058
H 3.79772 23.49522 20.29380
H 2.76668 22.45265 22.73218
N 3.16592 22.30801 12.42252
C 2.20633 21.53823 12.91117
C 2.10474 21.80642 14.27284
C 3.15826 22.65054 14.60329
C 3.75080 23.06214 13.42216
H 3.50147 22.26521 11.47085
H 1.59190 20.97211 12.22677
H 1.33557 21.42551 14.92834
H 3.38129 23.00616 15.59838
H 4.55896 23.72648 13.15394
N 1.77351 12.60103 16.99198
C 0.55772 13.15546 16.89795
C 0.59337 14.25871 16.05398
C 1.90038 14.38060 15.62551
C 2.62474 13.32067 16.20099
H 1.97301 11.74874 17.49586
H -0.23418 12.74126 17.50436
H -0.29352 14.83608 15.83842
H 2.24072 15.13867 14.93565
H 3.65156 13.00642 16.08567
N 0.83738 14.32834 23.44682
C 0.76406 15.35368 24.37585
C -0.20999 16.17936 23.88887
C -0.60619 15.81098 22.61727
C 0.00428 14.66129 22.33897
H 1.50839 13.57378 23.42473
H 1.29152 15.33900 25.31816
H -0.56003 17.05089 24.42209
H -1.23005 16.43650 21.99604
H 0.02719 14.06624 21.43797
N 8.10425 22.83898 26.55341
C 8.34653 24.20304 26.52238
C 7.93111 24.58376 25.27874
C 7.44628 23.47556 24.54596
C 7.55597 22.37512 25.36995
H 8.11206 22.14501 27.28720
H 8.89551 24.77486 27.25589
H 8.07091 25.59238 24.91883
H 7.00654 23.63831 23.57306
H 7.32978 21.32363 25.27192
N 12.32444 11.97445 27.16315
C 11.77961 10.84887 26.66564
C 10.38916 10.99689 26.65298
C 10.08909 12.24501 27.15493
C 11.31921 12.91558 27.34339
H 13.30718 12.20745 27.16933
H 12.43892 10.00883 26.50427
H 9.67730 10.19642 26.51547
H 9.07558 12.57261 27.33347
H 11.53293 13.93823 27.61708
*
```

=====

# 5
The following is a quantum chemistry calculation of C19H24F3NRu as an isolated structure, from the Open Molecules 2025 dataset.

For the total energy, the calculation gives -32315.18340 eV. For the lowest unoccupied orbital energy (spin up / spin down), the calculation gives 0.739 / -1.146 eV. The maximum force comes out at 0.22 eV/Å. As for the expectation value of S²: 6.065. For the HOMO-LUMO gap (spin up / spin down), the calculation gives 7.78 / 7.33 eV.

The geometry in ORCA input format:
```
! RIJCOSX wB97M-V def2-TZVPD def2/J DEFGRID3
* xyz 0 5
Ru 0.39986 0.53625 0.56520
C 2.64758 0.62146 1.05571
C 2.49609 1.31144 -0.19397
C 1.99936 0.38713 -1.14642
C 1.88889 -0.89563 -0.51512
C 2.32514 -0.75294 0.83164
C 2.42908 -1.81927 1.87711
C 1.48579 -2.15256 -1.22130
C 1.69058 0.66072 -2.58674
C 2.77256 2.75948 -0.45208
C 3.23090 1.15636 2.32785
H 3.47661 -2.05071 2.08723
H 1.94470 -2.74204 1.56158
H 1.97248 -1.50279 2.81597
H 2.28292 -2.50258 -1.88196
H 0.59636 -1.99538 -1.83283
H 1.26620 -2.95672 -0.51959
H 2.19744 -0.05786 -3.23357
H 2.02228 1.65711 -2.87543
H 0.62147 0.59110 -2.79295
H 3.65181 2.87632 -1.09039
H 2.96055 3.29895 0.47407
H 1.93615 3.24879 -0.95352
H 4.26077 0.81279 2.45325
H 2.65978 0.82979 3.19540
H 3.24008 2.24470 2.33674
C -2.99842 1.55521 -2.22874
C -3.35132 0.33204 -1.44288
C -4.56614 -0.30799 -1.59054
C -4.87826 -1.44127 -0.84524
C -3.96563 -1.95190 0.06889
C -2.73576 -1.34904 0.25916
C -1.74033 -1.88227 1.24308
C -2.41962 -0.18871 -0.50514
N -1.24120 0.40908 -0.34239
H -3.80376 1.81775 -2.91349
H -2.08455 1.40352 -2.80724
H -2.81367 2.40311 -1.56653
H -5.28644 0.08446 -2.29719
H -5.83561 -1.92701 -0.97793
H -4.21597 -2.83360 0.64623
H -2.09980 -2.80430 1.69900
H -1.55187 -1.15837 2.04472
H -0.78105 -2.09711 0.75980
F -0.02970 2.72365 2.35698
C -0.39351 1.40736 2.28284
F 0.08199 0.83973 3.43940
F -1.74477 1.40175 2.43134
*
```

=====

# 6
The following is a quantum chemistry calculation of the molecule C3H9NO in a non-equilibrium geometry, from the Open Molecules 2025 dataset.

For the total energy, the calculation gives -6792.82473 eV. For the lowest unoccupied orbital energy, the calculation gives 1.184 eV. The value obtained for the energy relative to the best compared isomer or geometry (same formula, charge and spin) is 215.3 kJ/mol. The maximum force comes out at 1.86 eV/Å. For the HOMO-LUMO gap, the calculation gives 11.19 eV.

The geometry in ORCA input format:
```
! RIJCOSX wB97M-V def2-TZVPD def2/J DEFGRID3
* xyz 0 1
C 0.17302 0.01590 -0.24553
C 1.54578 0.66897 -0.14755
C 0.17092 -1.38427 0.35813
N -2.09221 0.63270 -0.28134
O -0.77117 0.84924 0.41568
H -0.13545 -0.02321 -1.31341
H -2.38990 1.58454 -0.50517
H -2.66152 0.34792 0.51917
H 2.30229 0.08659 -0.68181
H 0.94137 -2.01394 -0.09656
H 1.85601 0.76721 0.89855
H 1.51851 1.68042 -0.56568
H -0.79837 -1.86973 0.20611
H 0.34073 -1.34233 1.43943
*
```

=====

- What is the formula in the third record?
  C22H27N5

=====

- maximum force of number 2 (C9H8N2)?
  12.72 eV/Å

=====

- Which formula does entry 6 have?
  C3H9NO